Entry 1:
{"formula": "C5H8O", "method": "ωB97M-V/def2-TZVPD", "symbols": ["O", "C", "C", "C", "C", "C", "H", "H", "H", "H", "H", "H", "H", "H"], "xyz": [[0.0230, 0.2840, 2.0171], [-1.8701, -0.2713, -1.3284], [0.3788, 0.7889, -0.5932], [1.4764, 0.5664, 0.0863], [1.2863, 0.0079, 1.4674], [-0.4219, -0.0949, -1.1340], [0.1604, -1.0255, -1.2160], [-2.1843, -0.8242, -0.4303], [-2.0279, -0.9196, -2.1905], [-0.2539, 1.1374, 1.6560], [1.3251, -1.0860, 1.3888], [2.1265, 0.3138, 2.1007], [2.4308, 0.4742, -0.4163], [-2.4494, 0.6488, -1.4076]], "energy_ev": -7358.540, "lumo_ev": 0.6, "e_above_lowest_kj_mol": 358.50, "homo_lumo_gap_ev": 9.38, "fmax_ev_per_a": 0.98, "smiles": "CC=C=CCO", "homo_ev": -8.81}

Entry 2:
{"formula": "C5H8O", "method": "ωB97M-V/def2-TZVPD", "symbols": ["O", "C", "C", "C", "C", "C", "H", "H", "H", "H", "H", "H", "H", "H"], "xyz": [[-0.3963, 0.4750, -1.2026], [1.0320, -0.8525, -0.0277], [0.9973, 0.1064, -1.2065], [0.1194, 0.0484, 0.8141], [-1.3205, -0.0699, 1.0169], [-1.1198, 1.0973, 0.0734], [-2.0653, 1.4091, -0.4083], [-1.8283, -0.9471, 0.6306], [2.0005, -1.0368, 0.4733], [0.5917, -1.8247, -0.2979], [-1.6018, 0.1871, 2.0456], [1.7144, 0.9356, -1.0477], [0.6526, 0.8109, 1.3253], [1.2240, -0.3390, -2.1884]], "energy_ev": -7356.357, "lumo_ev": 0.6, "e_above_lowest_kj_mol": 569.08, "homo_lumo_gap_ev": 8.31, "fmax_ev_per_a": 3.87, "smiles": "C1C[C@@H]2C[C@@H]2O1", "homo_ev": -7.73}

Entry 3:
{"formula": "C5H8O", "method": "ωB97M-V/def2-TZVPD", "symbols": ["O", "C", "C", "C", "C", "C", "H", "H", "H", "H", "H", "H", "H", "H"], "xyz": [[0.8189, -0.0765, -1.7430], [0.4520, -0.9918, 1.4076], [-0.0439, 1.1437, -1.8232], [-0.1203, 0.1729, 0.6623], [0.5234, 0.6446, -0.5817], [-0.9286, -1.0697, 0.8101], [1.3905, 1.2729, -0.3722], [-0.4155, 1.0438, 1.2464], [-1.7816, -1.0215, 1.4805], [0.5665, -0.9035, 2.4833], [-0.9162, 0.8546, -2.3837], [-1.0600, -1.6958, -0.0661], [1.2351, -1.5529, 0.9038], [0.2799, 2.1792, -2.0242]], "energy_ev": -7359.336, "lumo_ev": 1.2, "e_above_lowest_kj_mol": 281.67, "homo_lumo_gap_ev": 10.86, "fmax_ev_per_a": 1.39, "smiles": "C1CC1[C@@H]1CO1", "homo_ev": -9.70}

Entry 4:
{"formula": "C5H8O", "method": "ωB97M-V/def2-TZVPD", "symbols": ["O", "C", "C", "C", "C", "C", "H", "H", "H", "H", "H", "H", "H", "H"], "xyz": [[0.0979, -0.7139, 1.2298], [1.0019, 1.4923, 0.5617], [-1.0305, -0.2467, -0.5200], [-1.0479, -1.3005, 0.5762], [0.3146, -0.3659, -1.1695], [0.2226, 0.2574, 0.1944], [1.2613, 2.0815, -0.3231], [-1.9396, -1.3224, 1.2100], [-0.8047, -2.3214, 0.2570], [0.5211, 2.1402, 1.2996], [-1.9062, 0.1830, -0.9967], [1.9483, 1.1425, 0.9978], [0.7306, -1.3551, -1.3466], [0.5001, 0.3707, -1.9485]], "energy_ev": -7359.914, "lumo_ev": 1.1, "e_above_lowest_kj_mol": 225.94, "homo_lumo_gap_ev": 10.15, "fmax_ev_per_a": 0.40, "homo_ev": -9.01}

Entry 5:
{"formula": "C5H8O", "method": "ωB97M-V/def2-TZVPD", "symbols": ["O", "C", "C", "C", "C", "C", "H", "H", "H", "H", "H", "H", "H", "H"], "xyz": [[-0.3220, 1.8297, -0.7420], [-1.3513, -0.0186, -0.5401], [0.7369, 0.2157, 0.1197], [-0.5943, 0.9631, 0.3898], [-0.0457, 0.4276, -1.1967], [0.9964, -1.0798, 0.8709], [-2.2456, 0.3168, -1.0728], [0.2665, 0.3866, -2.2377], [1.7774, -1.6976, 0.4190], [-0.9490, 1.3544, 1.3416], [0.0986, -1.6932, 0.9907], [1.6221, 0.8603, 0.1028], [-1.4667, -1.0298, -0.1446], [1.3347, -0.8136, 1.8813]], "energy_ev": -7359.107, "lumo_ev": 1.1, "e_above_lowest_kj_mol": 303.78, "homo_lumo_gap_ev": 10.58, "fmax_ev_per_a": 0.70, "homo_ev": -9.48}

Entry 6:
{"formula": "C5H8O", "method": "ωB97M-V/def2-TZVPD", "symbols": ["O", "C", "C", "C", "C", "C", "H", "H", "H", "H", "H", "H", "H", "H"], "xyz": [[1.9000, 0.2566, -0.9147], [-0.3236, -0.1032, -0.4710], [1.0955, -0.5180, -0.0617], [-1.3947, -1.0664, -0.0353], [-0.0718, 1.2361, 0.2680], [1.4133, 0.8651, 0.3128], [1.3712, -1.4944, 0.3503], [-2.4064, -0.6705, -0.1540], [-1.2262, -1.3332, 1.0140], [-0.4980, 1.1312, 1.2735], [-0.4027, 2.1893, -0.1518], [-0.3236, 0.0871, -1.5484], [2.2293, 1.3729, 0.8171], [-1.2927, -1.9822, -0.6334]], "energy_ev": -7359.703, "lumo_ev": 1.2, "e_above_lowest_kj_mol": 246.30, "homo_lumo_gap_ev": 10.78, "fmax_ev_per_a": 0.69, "smiles": "C[C@H]1C[C@@H]2O[C@@H]21", "homo_ev": -9.62}